Molecular formula: C34H40BrIMnN5P2S2
Method: DFT, ωB97M-V/def2-TZVPD

Positions of all 86 atoms, in Å:
H 0.67251 -0.52479 9.24336
H 1.62770 0.51288 -4.14938
H 0.96605 2.45924 1.06219
C -2.28319 -1.07239 -4.24487
C 6.56859 2.29260 -3.96543
C 1.24640 -0.03702 8.46633
H -0.65821 4.92214 -3.15769
H 2.95323 -2.13685 2.56502
C -1.98423 -0.89498 -2.91358
H 2.27175 -3.01701 1.18708
C 2.99390 -0.99497 0.74795
H 4.23750 1.44609 7.91612
H 2.09499 -1.15234 -3.82483
C 5.95839 1.23118 -3.36113
C 5.92460 3.54986 -4.03083
C 4.02832 2.63397 -2.86767
C 2.38214 -2.37708 -1.68769
P 0.44350 1.83095 -1.23204
H 3.57386 0.23586 2.41341
S -0.74548 -2.41561 0.19201
H 1.18772 3.83418 -0.04345
H -0.28892 -0.27822 6.98936
H 4.92989 -0.73815 -0.24599
N -2.88056 -0.53971 4.52350
P 1.96116 -0.83136 -0.81380
C 2.34384 -2.03690 1.66116
H -0.47157 1.37251 -4.03314
H -3.27219 -1.21356 -4.65506
C 2.20181 1.77112 -1.81620
N 4.08239 0.32437 -2.17571
H 1.49869 -0.69901 -5.40979
C -0.21423 2.42342 -3.90015
N 2.77445 2.80859 -2.36114
H -3.05878 -1.82805 -1.28080
C -1.95364 2.70337 -2.14512
H 3.47817 1.13949 0.89752
C -0.11911 4.39052 -2.36772
C 3.24370 1.06448 7.72724
Br 3.74880 2.05989 5.14140
C 1.36314 -0.53267 -4.33969
H 4.99312 -1.43971 1.37868
C -1.04983 -1.04084 -4.93724
H -2.68568 -0.13620 -0.99600
I 0.50354 0.83807 4.30532
H 2.95334 0.34116 9.71796
C 3.01113 0.34323 1.48279
H 1.61808 -2.57600 -2.43656
N -0.62316 -0.75060 -2.73827
H 0.82506 2.57892 -4.19628
C 1.41827 0.72004 6.17710
H -0.84248 3.01008 -4.57747
C -2.95818 -0.86082 -1.77419
C 4.43104 -1.42275 0.44010
C -1.93450 -2.01146 2.62941
C -0.46728 2.90268 -2.47059
C 4.67270 1.38546 -2.79483
C 2.69214 1.19792 6.45957
H 6.42444 4.37959 -4.51385
C 0.70276 0.10035 7.20066
H 3.37067 -2.32655 -2.14345
H 0.94751 4.56507 -2.50310
H 6.42790 0.25835 -3.29485
C 2.88565 0.50756 -1.69371
N -2.26734 -4.55476 2.89731
C 2.52002 0.44575 8.73181
C -1.31180 -1.47681 1.52129
H -3.93870 -0.55982 -2.14816
H 7.55334 2.17584 -4.39933
H -2.54603 3.38920 -2.75788
H -0.44123 3.30812 0.44914
H 1.34033 -1.73731 1.95967
C -0.06424 -0.82419 -3.99844
H 4.16054 4.66818 -3.53675
Mn -0.19269 -0.34139 -0.80430
C 0.56526 2.97243 0.19402
H -0.88710 -1.12790 -6.00192
C 4.68047 3.71985 -3.49479
H -2.18478 2.90740 -1.09623
H -2.26864 1.68578 -2.37649
H 4.47352 -2.42608 0.01529
H 1.99922 0.63671 1.75546
C -2.44790 -1.19341 3.67777
C -2.11138 -3.42007 2.76846
H -0.42996 4.82233 -1.41590
S -1.03476 0.23375 1.31646
H 2.35460 -3.18607 -0.95688

Energy, eV: -193072.915
Energy above the lowest of the compared OMol25 structures with the same formula, charge and spin, kcal/mol: 0.0
Multiplicity: 2
Gap between HOMO and LUMO (alpha / beta), hartree: 0.2162 / 0.2155
Net charge: -1

Molecular formula: C13H16BrN2Pt
Method: DFT, ωB97M-V/def2-TZVPD

Positions of all 33 atoms, in Å:
H 0.14492 -3.33869 0.02284
C -1.11529 0.29409 -0.35582
Pt 0.78346 -0.58494 -0.40742
C 3.49757 -1.14819 1.03198
C -1.49782 1.63031 -0.60924
H 3.66982 -3.26695 0.66499
H 1.10335 -2.29056 2.03712
C -0.60566 2.70745 -0.87127
H 1.55206 -3.96730 1.76871
H 1.63028 -3.35043 -0.67834
H 3.37400 0.27750 -0.42090
H -0.31648 4.80996 -1.27938
H 3.53559 -2.81451 2.35392
N 1.05700 -2.87884 0.02516
H -1.80429 -1.71444 0.11201
C 3.14612 -2.59676 1.35712
Br 1.24844 2.36978 -0.94279
H 4.59610 -1.07240 1.05924
C -2.39263 4.30200 -1.08362
H -4.89855 1.16262 -0.41922
C -3.84010 0.92808 -0.39096
C -2.07486 -0.68578 -0.10972
H -4.37360 3.50796 -0.87059
C 1.66602 -2.95060 1.35243
C -1.03375 4.01758 -1.09307
H -2.72877 5.31739 -1.26157
C -3.31352 3.28136 -0.86017
C -3.43428 -0.36970 -0.12823
N 3.00741 -0.66172 -0.25537
H 3.34505 -1.24796 -1.02575
H 3.13652 -0.47498 1.82213
C -2.90135 1.95095 -0.62029
H -4.16277 -1.14229 0.07609

Energy, eV: -89976.145
Energy above the lowest of the compared OMol25 structures with the same formula, charge and spin, kcal/mol: 14.3
Multiplicity: 5
Gap between HOMO and LUMO (alpha / beta), hartree: 0.3148 / 0.1962
Net charge: +3

Molecular formula: C32H62O16S7
Method: DFT, ωB97M-V/def2-TZVPD

Positions of all 117 atoms, in Å:
C -11.17823 20.65714 -15.53341
C -13.50896 23.59188 -10.70171
H -5.98591 25.43056 -11.97586
H -18.01045 23.48896 -20.77195
O -12.05431 25.11555 -8.15594
H -12.62424 24.60195 -21.18622
O -8.47958 19.09612 -13.52514
C -14.70780 24.40024 -16.98182
H -13.59200 28.03269 -19.48531
H -10.11995 28.05773 -17.44717
C -11.82805 26.00167 -19.78323
S -9.61106 25.53455 -12.30364
H -10.85433 25.54143 -19.94514
H -12.47023 27.13977 -16.13759
H -11.84596 19.62322 -13.74428
O -18.77261 21.38005 -19.29632
S -17.23732 27.60382 -15.23482
H -15.16752 28.70833 -13.45508
O -13.25226 23.24202 -6.94868
H -14.98200 23.41052 -9.12817
H -10.11025 18.81286 -15.40476
C -16.19248 29.04566 -13.26839
H -20.15974 24.36345 -19.72807
C -12.95393 24.08320 -15.49756
O -11.80511 23.94677 -15.17990
C -8.03834 25.51048 -11.37365
C -12.74993 22.28837 -10.30596
H -14.19298 23.04834 -14.04444
O -8.57136 28.99658 -15.39196
O -16.09370 27.10301 -15.96776
O -18.56656 27.53852 -15.78706
H -12.58752 28.16560 -13.79840
H -6.66302 25.11001 -14.43334
H -17.02225 24.34522 -19.54808
H -16.56596 27.55973 -11.61547
H -18.20632 26.29354 -13.47305
C -12.94202 25.05867 -20.24964
O -10.37269 24.32903 -12.08570
C -11.84860 22.64911 -9.15658
H -11.49865 29.18565 -17.31900
H -14.98573 25.44115 -17.11964
S -14.36880 26.13428 -20.64767
O -7.94648 21.34335 -14.47442
H -14.40673 25.10392 -9.29018
H -8.16301 26.03299 -10.42471
H -13.48238 21.50903 -10.05461
H -11.68369 27.18896 -21.58514
H -11.02314 23.24752 -9.55213
C -14.21472 23.94399 -14.65819
H -14.26905 23.53021 -11.48088
C -11.60234 27.68334 -15.77478
C -12.00075 27.31427 -20.54079
C -11.53265 20.63007 -14.04373
C -9.89878 19.85986 -15.63133
S -9.84716 29.60856 -15.69847
H -10.12739 22.15692 -13.43693
H -12.41814 21.21464 -13.78242
C -7.35554 24.98689 -13.60232
C -16.92133 29.28872 -14.57592
O -10.29376 26.81695 -12.22303
C -8.76430 25.47101 -13.92851
C -17.97852 23.87146 -19.75456
H -9.39717 24.87285 -14.58330
H -10.30683 20.90485 -12.23286
C -19.20991 24.66825 -17.80758
H -6.81737 26.86217 -12.53351
H -14.39423 24.85483 -14.08687
H -9.32404 20.01215 -16.54118
C -10.81996 28.53432 -16.76598
C -6.93261 25.78674 -12.38555
H -11.87754 26.14827 -18.69976
O -16.65337 22.16638 -18.21448
H -10.27720 29.23764 -13.35223
H -8.78325 26.51210 -14.25579
H -11.20398 30.58130 -14.16661
C -19.02900 23.24590 -17.33399
O -15.36649 26.05957 -19.58911
H -17.93338 29.63394 -14.36372
C -12.04642 28.62793 -14.62995
H -15.41058 22.64480 -15.77220
H -7.91697 24.47889 -11.02491
H -11.32225 28.11006 -20.23103
H -18.35519 25.25040 -17.45350
C -16.96301 27.93301 -12.55918
H -18.98836 25.72778 -19.65604
O -13.28077 24.43022 -16.73636
C -17.25499 26.81393 -13.56342
H -12.92156 29.17872 -15.00907
H -13.93824 28.44086 -21.18600
S -18.01557 22.41508 -18.64194
C -13.48761 27.70936 -20.52613
H -18.70586 23.07266 -16.31272
O -9.88168 30.95919 -16.22674
H -11.42070 21.85177 -8.55798
O -14.76165 25.86197 -22.01045
H -12.72788 24.21832 -11.14026
H -12.32071 21.82401 -11.19640
H -16.41803 29.85649 -15.35247
C -10.27649 21.08432 -13.30531
H -11.92370 20.21494 -16.19663
C -14.14581 24.05144 -9.39836
S -8.90565 20.29461 -14.18900
C -10.90857 29.53447 -14.18098
S -12.80744 23.87696 -8.17264
H -14.88558 23.83364 -17.89229
H -11.04369 21.68793 -15.86837
H -13.25353 24.27742 -19.56214
C -19.20282 24.70716 -19.34217
H -20.13764 25.13711 -17.48064
H -17.94463 28.29410 -12.22739
H -16.06957 29.93912 -12.65826
H -19.95169 22.67588 -17.49024
H -16.21832 24.23161 -15.52600
C -15.27761 23.72356 -15.74762
H -7.39233 23.93016 -13.32944
H -10.89873 26.99710 -15.29247
H -16.49945 26.02596 -13.54146

Energy, eV: -142793.540
SMILES: O=S1(=O)CCCC1.O=S1(=O)CCCC1.O=S1(=O)CCCC1.O=S1(=O)CCCC1.O=S1(=O)CCCC1.O=S1(=O)CCCC1.O=S1(=O)CCCC1.O=C1CCCO1
Gap between HOMO and LUMO, hartree: 0.3728

Molecular formula: C53H141AlN5O31
Method: DFT, ωB97M-V/def2-TZVPD

Positions of all 231 atoms, in Å:
C -1.74225 1.24398 -0.72906
C 2.13304 -3.32907 4.48444
H 6.51915 -6.21143 -5.00046
H 5.46851 -0.30395 0.08227
H 2.24324 5.65384 0.05829
H 2.13918 -2.28554 4.18022
C 3.55131 2.28702 6.80342
H -3.69156 4.72544 -1.35018
O -1.79384 4.01685 8.40156
H 4.59159 1.99411 -1.53849
O 0.71043 4.85191 3.14465
H 2.91799 0.03482 -0.50413
C -4.93755 2.44414 -4.94400
H 3.11353 2.90623 7.57076
H 4.38001 1.82961 0.57503
C 1.75619 -3.21936 0.17701
H 0.11826 -2.77252 -8.00179
H -0.93397 -8.35310 -1.47635
O -6.17617 0.04648 5.14522
H -5.15681 1.44580 -4.50780
O 2.73411 1.56621 -4.42244
O 2.64804 1.74723 -1.89684
H 2.96106 6.09931 -5.06027
H 3.36075 0.87743 -3.99526
O 1.51179 3.41825 0.64788
H -1.07328 5.98817 8.39825
H -4.24624 0.32426 1.01090
C -2.72710 -4.33765 3.09935
H -2.86465 1.32459 5.53047
C 5.47444 3.34762 -2.97647
C -1.75562 1.61963 9.05231
H -4.63407 -0.29157 6.43752
H 2.95609 -2.37437 -10.11873
H 6.27681 4.07704 -3.06178
C 2.49636 1.44074 6.05217
C -6.28976 0.90788 -1.13095
H -7.46747 -0.06003 3.14839
H -2.11012 0.08669 7.76860
H -0.96885 -9.88085 0.78430
C 4.09002 -2.49651 -3.89008
H -4.78635 4.31196 3.18107
H 1.90233 -0.19488 -5.11822
H -1.45269 1.66152 4.52083
H 1.89834 1.12675 -6.25345
H -6.02980 0.44971 7.15659
C -1.20913 1.58371 6.74376
H -2.87320 5.75814 8.70148
H -2.26876 -7.18472 -3.07990
H -2.02457 -5.47273 -3.53744
H -4.36699 2.72333 1.39767
H 4.04831 2.99179 6.14170
H 4.06715 -2.98814 5.38174
C 3.18376 -3.51346 5.58290
C -7.38370 -0.04253 -0.61566
O -3.97662 -3.79319 3.47104
C 0.14150 -0.17398 -1.33068
H 2.90440 -4.55206 -7.03545
H 0.22636 2.92718 3.77764
H 2.81563 -3.16638 6.54573
O 2.00326 4.28820 -4.96213
H 2.46845 -3.87964 3.61150
C -2.28794 2.96984 9.27327
C 4.48632 -0.69589 0.40847
O 3.13757 -2.18283 -4.85717
H -2.13057 3.21151 10.37355
O -0.88275 0.78014 -1.73928
H -2.72628 5.20439 -2.62165
H -8.24784 0.48705 -0.16727
H 4.65462 -3.32716 -4.28087
C 6.45961 4.38099 -0.21994
H 5.59206 -1.01187 -4.44348
H 0.29363 5.58731 -1.46152
H 1.88880 0.82676 6.76634
C 2.03505 -2.28966 -9.54567
H -6.23669 1.47290 0.67820
H 2.10679 7.17408 -0.76528
H -5.41761 0.32296 -1.45345
H -4.55328 -4.54731 3.65763
H 5.76814 2.67613 -3.79280
H 5.80427 -1.57303 -2.82689
C -0.41670 -0.78576 4.91648
C -2.01702 -3.30105 2.20194
N -2.09452 1.13336 7.77523
C -3.83616 3.96179 3.63594
H -2.91070 4.43518 3.21147
H 5.63336 -5.85680 -3.49112
O -5.89889 1.79732 -0.14816
H -6.53285 -1.94440 4.47341
H 2.05630 -1.33998 -9.04204
H -5.86259 2.94958 -4.80805
H 3.40860 -4.61891 5.67993
H 2.87148 -6.80483 -6.66736
H -0.11918 0.35182 -4.08447
H 3.38547 -2.80014 -5.56572
H -1.07297 1.83396 -0.03012
H 0.11662 5.17035 -4.69065
H -2.15050 -2.35505 2.65870
H 0.48608 -8.80935 0.51210
C 0.54379 2.95094 1.60075
H 0.76240 -0.28423 -2.21119
H -4.90548 -1.28129 4.16159
H 6.28624 4.93922 0.70862
H -2.11145 0.33133 -0.16000
O -0.91290 -9.17068 -1.02068
H 0.42730 -0.40725 5.55991
H -1.08788 -7.75618 1.98575
H 1.88138 3.11731 3.23628
H -6.52344 -1.12622 2.17384
H -0.08599 2.13955 -2.95087
C 5.44202 2.64215 -1.55345
C -1.77235 1.09320 5.43174
H 0.72341 0.12288 -0.47540
H -0.64862 1.62937 9.25410
C 1.06392 -3.11041 -7.50285
O 0.71724 -2.79843 0.40847
H 1.82584 2.13661 5.57970
H -3.33407 2.95227 9.02899
C 3.32145 -6.24120 -4.65029
C 5.59156 -6.36099 -4.44436
H 3.99904 5.13811 -1.09728
C -3.76544 2.09247 2.07431
O 3.63916 5.94143 -1.49292
H 3.47123 -7.19267 -4.15690
C -2.78001 2.16917 -1.29351
H -3.85425 0.03190 2.74047
O 2.18378 -3.18889 -8.46227
H -0.50578 -1.82110 5.00928
C -2.80638 -6.21373 -3.35172
N 4.16539 3.93057 -3.40341
H -0.17059 1.25728 6.81758
O -2.45535 -3.26993 0.82401
N 2.27712 -4.79134 -6.25922
C 2.30742 6.12195 -0.92510
C 0.35127 1.19857 -4.68250
H -1.92282 2.93031 -2.98422
O -1.73373 -0.29544 5.18997
H -2.06709 -4.63952 3.93128
H 4.17909 4.80279 -2.90151
H 4.55013 3.50807 -5.38617
H -2.96357 -5.21820 2.42674
O 0.85888 -3.81859 4.81374
H -3.50265 -6.37614 -4.21249
H -2.78257 -5.07075 -0.35068
C 5.00229 -1.30682 -3.57904
H 0.14510 -4.53800 -6.05007
C -3.22553 4.31750 -2.28839
H -0.35499 1.45285 -5.42365
H -5.13148 3.34661 -2.77849
H 3.53777 -2.81371 -3.01833
H 0.21460 3.76729 -5.85471
H -1.71782 5.18907 9.95619
H 2.88930 -0.36370 1.66858
C 3.10112 5.08251 -5.40842
H 1.50068 3.77367 -1.05095
H 4.34512 1.71561 7.24785
H 5.01841 5.24732 -4.92840
H 0.54030 1.87123 1.62876
C -0.62888 -8.95174 0.37554
H -7.80767 -0.69375 -1.40580
H 4.61564 -1.69413 0.74880
O 3.22464 0.58269 5.18110
H -2.19189 1.11649 9.89688
H 3.79382 -0.38182 -2.34032
H 1.15184 -2.48925 -10.18368
H 0.57344 5.11745 4.08384
O 3.55738 -0.68486 -0.70743
O -3.72076 2.59213 3.40275
H 2.74416 0.17153 4.47476
C -5.94074 -1.04072 4.22195
O 4.30761 -0.13894 -3.14867
C -4.34336 0.70714 2.03396
H 1.33969 5.82671 -2.92021
O -3.86163 3.17553 -4.34343
O 0.38857 2.30083 -3.80771
H -4.57354 2.21881 -5.94143
H -4.73977 4.88350 -3.65397
H 0.84542 5.25928 -6.33851
H -4.02807 -4.80873 -2.64146
H -6.63248 1.43381 -1.99838
H 6.46021 2.12155 -1.38316
C 1.77037 0.85498 -5.18834
C 0.98749 -4.46711 -6.80152
H 7.38444 3.78453 -0.19149
H -2.77009 -8.48232 0.04314
H -6.95722 -0.60324 0.21865
O 4.58119 -5.82213 -5.22526
C -1.87192 5.30291 8.87501
H 0.64183 -5.22259 -7.57285
O 5.27512 3.59690 -0.42569
C 0.85183 3.40451 3.05197
H -5.79364 1.54561 3.09832
O 2.76628 -3.79516 0.10215
H 2.41401 3.14016 0.86615
H 5.44977 -7.44034 -4.33571
H 0.99639 -4.71635 5.09482
H 4.49342 -0.06145 2.41603
H -3.31744 2.60857 -0.45162
H -0.91206 -6.80596 0.56791
H -3.80803 4.13543 4.71062
H -6.13839 -1.25655 6.73273
H 1.19607 -2.29076 -6.79379
H 3.11731 5.00345 -6.51412
H 1.42362 -6.60503 -5.55145
C 2.43131 -6.21390 -5.89254
C 0.67858 4.67356 -5.45194
C -1.29883 -7.73240 0.94521
N -2.26310 3.26768 -2.07739
H 6.59571 5.15246 -1.00049
H -0.28810 -1.12737 -1.08928
H -1.22146 2.72310 6.66414
H -3.56257 1.59652 -1.87119
Al 2.22178 2.91668 -3.29427
H -0.90457 -3.54584 2.23495
H 3.08652 -5.37711 -3.96393
C 4.36607 4.40101 -4.75761
H -1.62819 -3.43616 0.29434
C -5.73102 -0.34140 6.43913
H -0.23464 -0.63403 3.87781
H -0.48734 3.23407 1.35516
C -6.49063 -0.37272 2.96996
H -2.73706 2.21007 1.68257
C -4.29916 3.94691 -3.28475
O -2.69149 -7.80935 0.69081
C -3.51564 -5.61883 -2.16059
O 3.87529 1.50352 1.25716
N -5.74908 0.80438 2.42598
O 1.64945 4.10181 -1.95314
C 3.89457 0.12851 1.51614
H -4.25009 -6.22593 -1.69075
O -2.48592 -5.36368 -1.23551
C 1.32409 5.48785 -1.85845

Energy, eV: -134751.912
Gap between HOMO and LUMO, hartree: 0.2511
Net charge: +1